Formula: C24H30Cl2F5N7OSe3SiY
Source: OMol25
Level of theory: ωB97M-V with the def2-TZVPD basis set

Each line ends with the Mulliken charge.
Atoms and positions in Å:
Y1 -0.372 0.933 0.014  -1.243
Se1 0.125 0.102 -2.883  0.167
Se2 -2.209 0.014 -3.292  -0.042
Se3 -0.982 1.430 2.750  -0.172
Cl1 0.882 3.546 0.892  -0.086
Cl2 1.632 3.531 -1.965  -0.076
Si1 3.221 0.045 -0.370  0.741
F1 4.416 -0.145 5.011  -0.320
F2 0.928 2.962 4.709  -0.347
F3 0.753 -1.072 2.245  -0.050
F4 3.095 -1.806 3.312  -0.369
F5 3.305 2.243 5.696  -0.308
O1 1.677 0.521 -0.084  0.826
N1 -4.891 1.388 1.584  -0.525
N2 -2.869 1.511 0.390  -0.117
N3 -2.986 -2.697 1.111  0.121
N4 -3.730 -0.528 1.144  -0.013
N5 0.302 -2.461 -1.721  0.567
N6 -1.673 -1.021 0.142  0.396
N7 -1.601 2.435 -1.928  0.618
C1 1.067 -2.340 -3.992  -0.632
C2 -2.731 -1.409 0.776  0.634
C3 2.562 -0.627 3.643  -0.332
C4 3.235 0.213 4.515  0.709
C5 -3.580 3.915 -3.201  -0.406
C6 -4.009 -3.065 2.082  -1.258
C7 0.734 0.966 3.463  -0.311
C8 -1.768 3.740 -1.673  -0.309
C9 2.156 3.882 -0.318  0.288
C10 1.461 -3.671 -3.950  -0.451
C11 -2.395 1.876 -2.842  0.436
C12 0.501 -1.793 -2.850  -0.221
C13 1.432 1.781 4.338  0.374
C14 3.423 -1.780 -0.011  -0.911
C15 -2.745 4.513 -2.268  -0.865
C16 -3.766 0.849 1.020  0.210
C17 1.343 -0.234 3.125  0.416
C18 3.686 0.290 -2.169  -1.110
C19 0.692 -3.735 -1.695  -0.328
C20 1.277 -4.379 -2.776  -0.807
C21 -3.391 2.580 -3.508  -0.922
C22 2.667 1.426 4.861  0.240
C23 4.382 1.068 0.692  -1.310
C24 -2.096 -3.736 0.619  -1.133
H1 3.061 -2.367 -0.859  0.177
H2 2.889 -2.105 0.882  0.195
H3 -5.315 0.895 2.354  0.191
H4 -1.090 4.171 -0.948  0.328
H5 -3.771 -4.048 2.477  0.442
H6 0.546 -4.264 -0.760  0.397
H7 -4.011 -2.380 2.931  0.434
H8 3.893 1.393 1.615  0.258
H9 3.543 1.312 -2.526  0.245
H10 -4.907 2.389 1.684  0.235
H11 -2.835 5.559 -2.012  0.481
H12 1.913 -4.138 -4.815  0.449
H13 2.995 3.245 -0.068  -0.494
H14 4.749 0.050 -2.276  0.406
H15 -4.566 -0.945 1.512  0.269
H16 -4.352 4.486 -3.699  0.427
H17 4.480 -2.023 0.128  0.480
H18 1.582 -5.412 -2.687  0.447
H19 -3.990 2.092 -4.265  0.441
H20 -1.144 -3.747 1.159  0.264
H21 -3.066 2.507 0.445  0.026
H22 -1.035 -1.794 -0.024  -0.194
H23 5.268 0.497 0.979  0.451
H24 1.205 -1.737 -4.878  0.508
H25 2.396 4.936 -0.252  0.511
H26 -1.902 -3.595 -0.444  0.402
H27 -5.008 -3.115 1.638  0.316
H28 4.747 1.958 0.169  0.428
H29 -2.583 -4.699 0.746  0.496
H30 3.147 -0.382 -2.845  0.216

**Strongest force on any atom**: 0.38 eV Å⁻¹
**Electronic energy**: -281446.6080 eV
**E_HOMO**: -0.364 hartree
**Total charge**: +1

Formula: C24H30ClNO6
Source: OMol25
Level of theory: ωB97M-V with the def2-TZVPD basis set

Each line ends with the Mulliken charge.
Atoms and positions in Å:
Cl1 0.633 1.120 -0.516  -0.231
O1 -0.957 -1.188 -0.801  -0.173
O2 -4.117 -2.004 -2.109  -0.681
O3 -2.863 5.467 0.688  -0.465
O4 3.732 -5.842 1.428  -0.628
O5 -3.486 6.264 -1.297  -0.575
O6 2.279 -4.320 0.747  -0.527
N1 -2.530 -0.506 -2.709  -0.047
C1 -2.173 2.517 -3.066  -0.324
C2 4.661 -0.627 5.312  -1.388
C3 -2.850 3.939 -1.113  1.169
C4 2.855 -1.979 0.685  1.033
C5 1.154 -0.475 -0.119  -0.370
C6 0.669 -2.819 -0.005  -0.235
C7 -2.344 3.943 -2.555  -1.208
C8 1.957 -3.040 0.483  -0.732
C9 -3.995 1.744 -1.540  -0.463
C10 -3.497 1.753 -2.985  0.395
C11 4.978 -1.379 4.025  -0.268
C12 -2.677 -2.559 0.267  -1.341
C13 4.459 -3.595 1.440  -0.252
C14 5.156 -1.213 1.492  -1.398
C15 3.521 -4.675 1.223  0.081
C16 -4.175 3.167 -1.023  -1.317
C17 -3.097 5.346 -0.626  -0.030
C18 -1.972 -2.159 -1.025  0.616
C19 0.246 -1.538 -0.310  0.382
C20 2.420 -0.686 0.364  -0.424
C21 4.820 -0.481 2.801  -0.499
C22 4.165 -2.297 1.199  0.714
C23 -3.370 0.326 -3.537  -1.602
C24 -3.003 -1.541 -1.998  -0.028
H1 -2.995 -1.663 0.797  0.335
H2 0.033 -3.678 -0.134  0.522
H3 6.151 -1.652 1.580  0.455
H4 -1.819 2.538 -4.099  0.352
H5 6.002 -1.754 4.069  0.288
H6 -4.233 2.275 -3.606  0.379
H7 -2.026 -3.138 0.916  0.406
H8 -3.556 -3.144 0.014  0.412
H9 5.174 -0.496 0.669  0.448
H10 5.327 0.225 5.432  0.336
H11 5.423 -3.895 1.821  0.432
H12 -3.060 4.484 -3.176  0.335
H13 4.780 -1.279 6.174  0.394
H14 5.488 0.377 2.899  0.398
H15 -4.927 3.686 -1.622  0.388
H16 -2.957 0.357 -4.551  0.419
H17 3.079 0.157 0.490  0.452
H18 -1.549 -3.043 -1.523  0.383
H19 3.637 -0.261 5.299  0.334
H20 4.312 -2.240 3.936  0.283
H21 -1.416 2.016 -2.459  -0.082
H22 -1.391 4.473 -2.608  0.473
H23 -3.063 6.369 0.987  0.363
H24 -3.272 1.222 -0.909  0.090
H25 -4.942 1.206 -1.478  0.461
H26 -4.349 -0.157 -3.568  0.552
H27 3.795 -0.106 2.763  0.394
H28 -2.117 3.470 -0.450  0.116
H29 -4.518 3.147 0.013  0.464
H30 -1.607 -0.162 -2.493  0.230

**Strongest force on any atom**: 0.96 eV Å⁻¹
**Electronic energy**: -51674.7732 eV
**E_HOMO**: -0.320 hartree
**SMILES string**: CCCCc1cc(=O)oc2cc(O[C@@H](C)C(=O)NC[C@H]3CC[C@H](C(=O)O)CC3)c(Cl)cc12

Formula: C24H30CuN3O4Se2Si2
Source: OMol25
Level of theory: ωB97M-V with the def2-TZVPD basis set

Each line ends with the Löwdin spin population.
Atoms and positions in Å:
Se1 -1.388 -2.515 -4.142  0.000
Se2 -0.331 -0.498 -4.279  0.000
Cu1 -0.563 -0.788 -0.894  0.000
Si1 2.993 1.711 0.085  0.079
Si2 0.200 2.524 1.791  0.094
O1 -4.514 -2.157 -0.603  0.000
O2 1.007 -0.699 0.561  0.060
O3 1.585 -1.207 2.670  0.007
O4 -2.529 -1.603 -1.505  0.000
N1 -1.342 -1.720 0.809  0.001
N2 -1.236 0.878 -1.975  -0.001
N3 0.457 -2.487 -2.055  0.000
C1 0.709 -5.240 -1.837  0.000
C2 -3.088 -2.912 1.850  0.001
C3 0.812 -1.202 1.708  0.010
C4 -0.462 4.238 1.236  0.030
C5 -2.284 -3.080 2.970  0.000
C6 -3.295 -1.974 -0.569  0.000
C7 -3.650 1.712 -3.099  0.000
C8 -3.304 2.073 -1.806  0.000
C9 -0.248 -4.685 -2.666  0.000
C10 3.413 3.186 -1.063  0.028
C11 -2.755 0.950 -3.827  0.000
C12 3.569 0.162 -0.843  0.006
C13 -1.294 1.489 2.361  0.011
C14 1.567 -4.394 -1.146  0.000
C15 -0.994 -2.564 2.984  0.001
C16 -1.570 0.557 -3.225  0.000
C17 -2.097 1.641 -1.291  0.000
C18 1.199 2.825 3.374  -0.001
C19 1.167 1.839 0.376  0.629
C20 -2.566 -2.224 0.763  0.000
C21 4.027 1.889 1.664  0.000
C22 1.392 -3.027 -1.271  0.000
C23 -0.312 -3.300 -2.768  0.000
C24 -0.558 -1.867 1.867  0.001
H1 3.650 -0.672 -0.147  0.000
H2 -2.959 0.637 -4.840  0.000
H3 4.489 3.284 -1.217  0.004
H4 -2.141 2.118 2.639  0.001
H5 -1.628 0.790 1.594  0.000
H6 5.090 1.741 1.469  0.000
H7 3.903 2.875 2.115  0.000
H8 3.044 4.124 -0.646  0.002
H9 -0.924 -5.298 -3.247  0.000
H10 -1.018 0.892 3.231  0.000
H11 0.318 4.994 1.339  0.000
H12 2.356 -4.785 -0.519  0.000
H13 -1.793 1.913 -0.290  0.000
H14 0.801 -6.315 -1.752  0.000
H15 -0.771 4.237 0.189  0.001
H16 2.842 -0.108 -1.610  0.000
H17 1.671 1.894 3.693  0.000
H18 4.538 0.310 -1.325  0.000
H19 0.581 1.547 -0.495  0.030
H20 -0.336 -2.687 3.833  0.000
H21 3.709 1.141 2.392  0.000
H22 0.559 3.177 4.185  0.000
H23 2.945 3.051 -2.039  0.000
H24 2.000 -2.316 -0.727  0.000
H25 -1.312 4.561 1.840  0.004
H26 -4.100 -3.289 1.810  0.000
H27 1.984 3.566 3.220  0.000
H28 -3.964 2.675 -1.198  0.000
H29 -4.588 2.023 -3.537  0.000
H30 -2.664 -3.611 3.835  0.000

**Strongest force on any atom**: 0.66 eV Å⁻¹
**Electronic energy**: -229127.0289 eV
**Multiplicity**: 2
**E_HOMO (alpha / beta)**: -0.156 / -0.156 hartree
**Total charge**: -1

Formula: C24H30F18O12
Source: OMol25
Level of theory: ωB97M-V with the def2-TZVPD basis set

Each line ends with the Mulliken charge.
Atoms and positions in Å:
F1 -1.476 -4.812 1.773  -0.235
F2 3.358 -2.911 -2.455  -0.258
F3 0.272 -4.589 3.017  -0.269
F4 2.897 1.240 2.222  -0.251
F5 -1.534 4.183 2.674  -0.236
F6 1.669 -3.758 -1.411  -0.186
F7 0.531 -4.859 0.803  -0.189
F8 1.485 -1.788 -2.537  -0.195
F9 -3.027 2.622 2.730  -0.175
F10 -1.472 0.390 -3.632  -0.238
F11 -3.205 -1.909 -0.761  -0.172
F12 2.573 3.452 2.009  -0.227
F13 -0.544 2.342 -3.740  -0.248
F14 -3.590 4.475 1.856  -0.263
F15 0.045 0.703 -5.099  -0.258
F16 -3.970 -2.975 0.721  -0.292
F17 -5.218 -2.831 -1.037  -0.301
F18 3.142 2.115 0.108  -0.179
O1 5.326 3.780 2.102  -0.575
O2 -0.761 -2.314 0.438  -0.423
O3 -1.751 1.774 0.599  0.120
O4 5.593 1.490 1.828  -0.150
O5 3.015 -0.630 -0.600  -0.524
O6 2.764 -2.502 0.652  -0.347
O7 -2.984 2.445 -5.411  -0.553
O8 -5.094 -0.699 1.515  -0.204
O9 -1.794 0.989 -6.738  -0.190
O10 0.062 -2.069 2.580  -0.308
O11 -1.964 3.845 -0.330  -0.516
O12 -5.276 -0.048 -0.632  -0.527
C1 3.282 2.394 1.473  1.171
C2 0.207 1.645 -0.739  -0.799
C3 7.639 0.053 1.912  -1.211
C4 -0.244 -4.250 1.762  0.648
C5 -5.871 0.157 3.394  -1.314
C6 -4.289 -2.175 -0.267  1.042
C7 -0.256 -2.732 1.495  0.426
C8 -0.558 -0.709 2.740  0.927
C9 -2.298 0.086 -8.771  -1.323
C10 -5.640 0.579 2.029  -0.125
C11 4.338 -2.898 2.546  -1.515
C12 -2.066 1.617 -5.571  -0.003
C13 7.019 1.557 1.864  -0.402
C14 4.842 2.628 1.861  0.009
C15 2.269 -2.611 -1.786  0.799
C16 -4.941 -0.851 0.145  0.277
C17 -0.494 -0.132 4.134  -1.469
C18 3.481 -2.011 1.753  0.385
C19 -2.572 3.648 2.023  0.773
C20 -1.006 1.248 -4.462  1.275
C21 2.812 -1.857 -0.566  0.531
C22 -2.116 3.081 0.596  0.326
C23 -2.662 1.139 -7.827  -0.209
C24 -1.319 1.304 -0.603  -0.566
H1 -0.003 -0.072 2.091  -0.381
H2 -5.061 1.432 1.940  0.168
H3 7.305 -0.205 2.807  0.365
H4 8.653 0.147 1.880  0.467
H5 5.310 -3.237 2.134  0.350
H6 7.386 2.272 1.099  0.396
H7 -6.572 0.622 1.552  0.387
H8 2.581 -1.817 2.393  -0.029
H9 -0.479 1.060 4.348  0.238
H10 -1.300 0.190 -0.546  0.153
H11 -1.738 1.596 -1.576  0.488
H12 0.464 -0.488 4.780  0.293
H13 4.608 -2.482 3.550  0.347
H14 0.415 2.576 -0.623  0.882
H15 -1.370 0.119 -9.253  0.362
H16 7.164 -0.492 1.080  0.254
H17 7.446 2.045 2.712  0.355
H18 -2.934 0.045 -9.619  0.433
H19 -2.375 -0.925 -8.271  0.281
H20 -4.926 0.106 3.832  0.354
H21 -3.609 0.925 -7.424  0.319
H22 -1.658 -0.818 2.554  0.214
H23 -6.125 1.162 3.864  0.394
H24 3.980 -1.161 1.467  0.401
H25 -2.746 1.998 -8.314  0.401
H26 -6.658 -0.500 3.541  0.359
H27 3.679 -3.894 2.619  0.274
H28 0.861 1.172 0.124  -0.399
H29 0.378 1.352 -1.772  0.172
H30 -1.274 -0.756 4.626  0.419

**Strongest force on any atom**: 7.05 eV Å⁻¹
**Electronic energy**: -98853.4800 eV
**E_HOMO**: -0.402 hartree
**SMILES string**: CCOC(=O)C(F)(F)F.CCOC(=O)C(F)(F)F.CCOC(=O)C(F)(F)F.CCOC(=O)C(F)(F)F.CCOC(=O)C(F)(F)F.CCOC(=O)C(F)(F)F